93
Properties=species:S:1:pos:R:3:forces:R:3 method="wB97M-V/def2-TZVPD" e_homo_ev="-3.235 / -4.188" e_lumo_ev="2.31 / 2.31" max_force_ha_per_bohr=0.0652 s2=2.01 spin_multiplicity=3 charge=-1 homo_lumo_gap_ev="5.5 / 6.5" total_energy_ha=-4534.2688
Ni 1.078 0.015 1.716 -0.29 0.24 2.34
Cl 2.432 -1.181 0.492 0.64 -0.08 -0.75
Cl 0.629 -1.624 3.286 -0.32 -1.00 0.01
Si 2.130 0.644 4.801 -1.26 0.48 -0.64
Si -0.787 0.090 -2.987 0.13 -0.87 0.05
O -2.877 0.475 4.252 0.43 -0.39 1.71
O 0.503 -0.660 -3.724 0.15 -0.06 -0.44
O -2.741 -1.758 1.066 0.65 -0.77 0.61
O -0.363 1.283 1.171 0.03 2.75 -1.91
N -1.358 -3.551 1.502 -0.27 0.21 0.06
N -1.066 3.242 0.266 0.02 0.47 -0.18
N -3.074 0.549 6.539 -0.20 0.08 0.24
C -0.104 2.428 0.687 -0.44 -2.70 1.28
C -0.010 0.026 -6.580 0.23 0.35 -0.07
C 2.233 -2.199 -6.172 0.06 0.56 0.62
C 1.565 -0.351 -4.616 -0.38 -0.05 0.39
C -0.339 0.733 -7.741 0.04 -0.16 0.16
C -4.456 0.983 6.486 0.20 0.16 0.12
C 0.788 1.084 3.550 0.74 0.59 -0.10
C -2.157 -2.507 1.855 -0.43 0.23 -0.39
C 1.093 0.438 -5.824 0.41 0.03 0.18
C -0.693 1.935 -3.247 -0.03 0.43 -0.06
C 0.447 1.811 -8.159 -0.02 -0.01 0.21
C 1.519 2.245 -7.371 -0.15 -0.05 -0.14
C 3.715 -0.050 4.072 0.32 -0.25 0.05
C -0.637 -4.353 2.479 0.15 0.26 -0.07
C -0.960 -3.718 0.121 0.20 -0.18 0.07
C -2.413 0.286 5.380 0.05 0.06 -1.46
C 1.540 -0.446 6.237 0.23 -0.25 0.21
C -2.382 -0.588 -3.742 -0.05 0.12 -0.08
C 2.245 -1.673 -4.934 -0.40 -0.34 -1.06
C -0.718 4.549 -0.298 -0.03 -0.35 -0.05
C -2.459 2.790 0.290 -0.01 -0.05 -0.12
C 2.615 2.283 5.626 0.32 0.06 0.29
C -0.620 -0.493 -1.237 -0.03 0.25 0.00
C 2.807 -3.529 -6.541 0.04 -0.37 -0.35
C 2.855 -2.384 -3.763 0.11 -0.06 0.17
C -2.366 0.747 7.796 0.02 -0.14 -0.24
C 1.831 1.572 -6.192 -0.39 -0.39 -0.26
H 0.554 -0.136 6.609 0.21 0.02 -0.12
H 2.793 -3.471 -3.898 0.04 0.21 0.11
H -0.687 -1.589 -1.193 -0.05 0.47 -0.17
H 2.318 0.240 -4.072 -0.16 0.19 -0.05
H -2.961 0.339 8.623 0.18 0.00 -0.15
H 0.386 -0.250 -0.852 -0.44 -0.02 -0.18
H 0.236 4.870 0.136 -0.27 0.05 -0.11
H 4.430 -0.256 4.883 -0.06 0.05 -0.11
H 2.250 -0.358 7.073 -0.09 0.00 -0.03
H -0.607 4.503 -1.393 -0.11 0.01 0.27
H -1.506 5.270 -0.050 0.27 -0.11 0.01
H -1.400 -0.156 5.548 -0.41 0.32 -0.21
H 0.215 2.346 -2.790 -0.07 -0.04 -0.02
H 0.389 -3.971 2.612 -0.41 -0.16 0.00
H 2.485 -3.761 -7.566 0.16 -0.17 0.25
H 3.163 2.932 4.931 -0.09 -0.06 0.06
H 2.361 -2.116 -2.821 0.10 -0.04 -0.19
H 4.191 0.666 3.390 -0.12 -0.04 0.09
H -1.212 0.421 -8.319 0.32 0.12 0.06
H -2.405 -1.687 -3.676 0.06 0.30 0.04
H -4.530 2.077 6.551 -0.07 -0.09 -0.08
H -2.505 -0.311 -4.800 0.03 -0.02 0.23
H 1.785 -1.647 -6.999 0.12 -0.03 0.33
H 2.455 -4.335 -5.880 0.13 0.21 -0.17
H 3.568 -0.982 3.512 -0.12 0.21 0.13
H 0.216 2.316 -9.098 0.03 -0.06 0.28
H -1.674 -3.195 -0.521 0.17 -0.17 0.16
H 2.112 3.106 -7.685 -0.16 -0.22 0.08
H -0.575 -0.856 -6.266 0.17 0.38 -0.11
H -0.584 -5.390 2.123 -0.24 0.10 0.12
H 1.476 -1.507 5.960 -0.02 0.31 -0.02
H -1.399 0.229 7.746 -0.27 0.18 0.08
H -4.981 0.553 7.343 -0.06 0.03 -0.08
H -1.159 -4.299 3.443 0.21 -0.08 -0.22
H -3.254 -0.203 -3.191 0.21 -0.12 -0.12
H -0.241 0.803 3.855 0.68 0.05 -0.37
H 3.264 2.100 6.494 0.00 0.14 -0.06
H -4.906 0.644 5.553 0.10 0.07 0.10
H 3.909 -3.548 -6.536 -0.28 0.04 0.08
H 1.730 2.834 5.973 0.10 -0.13 -0.07
H -0.961 -4.794 -0.098 -0.02 0.18 -0.15
H -1.382 -0.081 -0.561 0.24 -0.26 -0.08
H -0.672 2.192 -4.314 -0.01 -0.09 0.18
H -2.722 2.375 1.275 0.20 0.10 -0.35
H -3.076 3.666 0.070 -0.03 -0.21 0.08
H 2.657 1.886 -5.554 -0.17 -0.02 -0.23
H -1.557 2.449 -2.803 0.13 -0.11 -0.02
H 3.921 -2.126 -3.668 -0.22 -0.05 0.02
H -2.287 -2.410 2.951 0.09 -0.03 -0.29
H -2.190 1.818 8.002 -0.02 -0.30 -0.11
H -2.639 2.018 -0.479 0.09 0.27 0.36
H 0.064 -3.331 -0.039 -0.34 -0.05 0.02
H 0.762 2.168 3.315 0.18 -0.09 0.29
H 0.934 2.801 0.610 -0.36 -0.06 0.04

=====

92
Properties=species:S:1:pos:R:3:forces:R:3 method="wB97M-V/def2-TZVPD" e_homo_ev="-0.880 / -2.789" e_lumo_ev="3.80 / 3.80" max_force_ha_per_bohr=0.0182 s2=2.11 spin_multiplicity=3 charge=-2 homo_lumo_gap_ev="4.7 / 6.6" total_energy_ha=-7766.6857
Ge -1.450 -0.472 1.706 -0.31 0.22 0.02
Ni -0.644 -1.236 -0.393 0.75 -0.37 0.41
Cl 7.223 -2.051 -0.412 0.02 -0.02 -0.05
Cl 3.894 2.272 -0.427 -0.01 -0.04 0.20
S -0.188 -3.079 1.037 -0.05 0.14 -0.14
S -2.702 -2.661 -0.785 -0.50 -0.24 0.06
Si -1.048 0.642 -1.703 -0.14 0.12 -0.11
O 2.816 -1.479 -1.476 0.04 -0.06 0.02
O 0.129 -2.416 -1.970 -0.26 0.33 -0.04
O 1.308 -0.719 0.017 0.15 0.02 0.06
N 5.683 0.077 0.915 0.05 0.22 0.02
N -1.731 -5.509 3.342 0.00 -0.08 0.02
N 0.891 -3.415 -3.805 0.01 0.00 -0.07
N -3.734 -3.173 -2.149 0.06 -0.06 -0.10
N -1.811 -4.729 -5.577 0.00 -0.02 -0.01
N -4.753 -5.502 0.382 -0.04 -0.01 -0.02
C -2.395 2.763 -0.101 -0.10 -0.06 0.02
C -5.555 -0.546 2.832 -0.01 0.00 -0.01
C -2.505 -3.270 -2.459 0.14 0.08 -0.04
C 0.628 3.261 1.943 0.02 -0.03 -0.03
C -5.557 0.051 0.511 -0.01 0.00 0.00
C 6.191 -0.895 -1.232 -0.01 -0.07 -0.05
C 6.069 -1.003 -2.600 0.01 -0.01 -0.04
C 5.507 0.056 -0.463 -0.06 -0.06 -0.01
C 5.235 -0.133 -3.280 0.02 0.01 0.04
C -3.443 -0.319 1.650 0.02 -0.02 0.01
C -2.898 4.956 -0.956 0.01 0.00 0.00
C -2.919 4.038 0.082 0.00 0.00 -0.02
C -2.349 4.584 -2.176 0.00 0.02 0.00
C -4.170 -0.001 0.503 0.04 0.06 -0.03
C 2.412 -1.257 -0.334 -0.19 0.03 -0.13
C 3.741 1.517 3.724 -0.02 -0.02 0.01
C -0.794 3.113 3.870 -0.02 0.01 0.01
C 4.606 0.276 1.854 -0.03 -0.07 -0.10
C -1.224 1.863 3.444 0.00 -0.04 0.00
C 3.493 -0.564 1.861 -0.10 0.04 -0.07
C -0.745 1.296 2.264 0.11 -0.01 0.03
C -4.168 -0.601 2.810 0.01 -0.02 0.00
C 0.631 1.142 -2.428 0.03 -0.03 0.04
C -0.126 -3.082 -2.971 0.05 -0.09 0.01
C 0.198 2.007 1.525 0.06 -0.01 0.10
C 4.565 0.846 -2.570 0.01 0.01 -0.01
C 0.132 3.818 3.113 0.02 0.02 -0.02
C -3.827 -4.808 0.359 0.11 0.08 0.04
C 2.609 0.711 3.722 0.03 0.00 0.00
C -2.687 -3.983 0.323 -0.11 0.04 -0.05
C -1.596 -4.035 1.235 0.02 -0.17 0.19
C -1.832 3.308 -2.343 0.01 -0.03 0.02
C -1.840 2.356 -1.314 0.02 0.01 0.02
C -2.087 0.086 -3.206 -0.01 0.02 0.06
C -1.688 -4.846 2.394 0.01 0.19 -0.12
C -1.694 -4.208 -4.552 0.00 0.05 0.05
C 2.497 -0.320 2.807 -0.02 0.02 -0.01
C -6.255 -0.219 1.680 0.00 0.00 0.01
C 3.309 -1.668 0.858 0.02 0.01 0.04
C 4.716 0.953 -1.199 0.10 0.03 0.04
C 4.737 1.293 2.791 0.01 0.04 -0.04
C -1.465 -3.554 -3.316 -0.04 -0.06 -0.07
H -3.083 -0.262 -2.916 -0.01 0.00 0.00
H -7.338 -0.191 1.688 0.00 0.00 0.00
H -3.302 5.953 -0.817 0.00 0.00 0.00
H -1.403 3.047 -3.304 0.01 -0.01 -0.03
H 6.606 -1.787 -3.116 0.00 0.00 0.00
H 1.350 3.808 1.352 0.06 -0.01 -0.03
H 1.801 0.897 4.419 -0.02 0.01 0.02
H -1.382 -1.217 3.074 0.13 -0.07 -0.07
H -3.336 4.310 1.045 0.00 -0.01 0.01
H -2.419 2.080 0.737 -0.08 0.07 -0.12
H 5.097 -0.224 -4.348 0.00 -0.01 -0.01
H 0.609 1.567 0.624 0.02 -0.03 -0.03
H 1.612 -0.946 2.796 0.00 -0.01 0.00
H -2.219 0.915 -3.907 0.00 0.01 -0.03
H 5.616 1.923 2.745 0.01 0.00 0.00
H 0.503 1.617 -3.406 0.01 0.03 -0.01
H -3.645 0.213 -0.423 0.01 0.00 0.01
H 2.787 -2.494 1.349 0.02 -0.04 -0.04
H 1.779 -2.979 -3.610 0.00 0.01 0.08
H 3.834 2.329 4.435 0.00 0.01 0.01
H 1.131 1.852 -1.763 0.02 -0.02 -0.01
H 3.899 1.537 -3.066 -0.02 0.01 0.01
H -1.952 1.321 4.040 -0.01 0.00 0.01
H 6.295 -0.672 1.205 -0.01 0.07 0.02
H 1.284 0.272 -2.526 -0.02 -0.04 0.00
H -2.321 5.291 -2.998 0.00 0.00 -0.01
H -1.185 3.539 4.788 0.00 0.00 0.01
H 0.468 4.797 3.436 0.00 0.00 0.00
H 0.726 -3.888 -4.675 0.00 0.00 0.01
H -6.091 -0.776 3.746 0.00 -0.01 0.01
H -6.091 0.294 -0.400 0.00 0.00 -0.01
H 4.257 -2.038 0.468 -0.03 -0.01 0.05
H -1.593 -0.730 -3.738 0.02 -0.03 0.00
H -3.635 -0.890 3.709 0.00 0.00 0.01

=====

17
Properties=species:S:1:pos:R:3:forces:R:3 method="wB97M-V/def2-TZVPD" e_homo_ev=-14.608 e_lumo_ev=-3.27 max_force_ha_per_bohr=0.0680 charge=+1 homo_lumo_gap_ev=11.3 total_energy_ha=-359.4873
O 1.896 -0.139 2.308 1.31 1.03 1.46
N -1.118 -0.585 -1.969 -0.57 -2.08 -0.60
N -1.437 -0.628 -0.566 0.67 2.67 -2.16
N 0.644 -0.923 0.520 0.20 -0.65 -0.76
C 1.610 -0.964 1.344 -1.32 -1.35 -0.11
C 0.136 1.438 -0.288 0.89 -0.99 1.88
C -0.334 0.049 0.303 -1.37 1.76 1.34
H 2.175 -1.927 1.483 -0.40 1.13 -0.55
H 0.681 1.315 -1.199 1.08 -0.41 -0.27
H -1.510 -1.566 -0.215 -0.08 -0.94 -0.15
H 0.810 1.993 0.514 -1.74 -1.03 -1.84
H -0.374 -1.232 -2.197 -0.05 -0.50 0.40
H 1.754 0.820 2.299 -0.47 -0.47 -0.54
H -1.084 0.234 1.125 1.56 0.21 0.45
H -0.762 0.289 -2.282 -0.14 1.20 0.43
H -2.386 -0.157 -0.529 1.35 -0.59 0.47
H -0.702 1.982 -0.651 -0.92 1.01 0.55

=====

14
Properties=species:S:1:pos:R:3:forces:R:3 method="wB97M-V/def2-TZVPD" e_homo_ev=-9.990 e_lumo_ev=-0.26 max_force_ha_per_bohr=0.0920 homo_lumo_gap_ev=9.7 total_energy_ha=-652.4702
O 2.541 0.952 -0.641 3.13 0.52 -0.44
O -1.895 -0.006 -0.441 0.24 -0.76 1.08
O -1.130 2.338 -1.798 -1.07 -0.03 -0.80
O 0.665 2.979 -0.875 2.21 1.63 0.88
N 1.632 0.288 -0.365 -3.41 2.32 -0.99
N -0.088 2.167 -1.251 -1.35 -0.84 0.19
N 0.194 0.825 -1.027 1.65 -4.01 1.88
N 1.425 -0.707 0.335 0.32 -0.35 0.51
N 0.086 -0.905 0.405 -1.57 -0.39 0.44
C -0.580 -1.822 1.337 1.69 0.25 1.04
C -0.702 -0.064 -0.288 -0.63 2.46 -2.59
H -1.077 -1.247 2.181 0.73 -0.76 -0.99
H -1.315 -2.289 0.716 -0.49 -0.75 0.18
H 0.245 -2.511 1.712 -1.44 0.70 -0.39

=====

Calculated relative energy (zero: lowest compared OMol25 entry of this formula, charge and spin) (eV), listed in the same order as above: 0.0000; 3.0552; 4.1535; 2.0897